[1]
Molecular formula: C11H15IrN5O4STe
Method: DFT, the ωB97M-V functional and the def2-TZVPD basis

Geometry as XYZ:
```
38
Properties=species:S:1:pos:R:3:forces:R:3
Ir 0.8087 0.4136 -0.8803 -0.2 -0.2 -1.0
Te 1.7401 2.4461 -2.1906 0.1 0.1 0.4
S -2.1185 -1.7192 1.2401 -0.1 0.0 0.4
O 3.3811 -0.6381 -0.2184 0.0 -0.1 0.1
O -3.2914 1.0462 -0.7685 -0.1 0.1 -0.2
O 0.4064 0.4526 2.2881 0.0 0.1 0.2
O -1.5693 1.0114 3.3649 0.1 0.0 0.1
N 2.3540 -0.2728 -0.5303 0.2 0.1 -0.1
N -4.3740 -0.3653 1.6179 0.1 0.0 0.1
N -3.5919 -1.5470 3.4106 0.0 0.0 0.0
N -0.6410 -1.1739 -1.3801 0.0 0.1 0.2
N -0.9889 1.4423 -0.7750 -0.2 -0.2 0.2
C 3.7084 1.8265 -2.6224 0.0 0.0 0.0
C -1.1703 2.5383 -0.1416 0.1 0.0 0.0
C 4.6841 1.8062 -1.6306 0.0 0.1 0.0
C 4.0404 1.5075 -3.9352 0.0 -0.1 0.0
C -1.8709 -0.5567 -1.8996 0.0 0.1 -0.1
C -3.4396 -1.1663 2.1394 -0.2 0.0 0.0
C 5.3477 1.1646 -4.2514 0.0 0.0 0.0
C -0.5761 0.7213 2.8424 -0.1 -0.1 -0.2
C 5.9850 1.4476 -1.9517 0.0 0.0 0.0
C -2.2141 0.6656 -1.0957 0.4 0.0 0.1
C 6.3184 1.1287 -3.2610 0.0 0.0 0.0
H -1.6706 -0.1928 -2.9124 0.0 -0.1 0.0
H -5.1435 -0.0170 2.1649 0.0 0.0 0.0
H 7.3357 0.8580 -3.5095 0.0 0.0 0.0
H 6.7414 1.4306 -1.1782 0.0 0.0 0.0
H -0.2247 -1.7695 -2.0866 0.1 0.0 0.0
H -0.8958 -1.7419 -0.5722 0.0 0.0 -0.1
H 3.2851 1.5223 -4.7105 0.0 0.0 0.0
H -0.3096 3.1360 0.1289 0.0 0.0 0.0
H -4.3391 -1.2097 3.9935 0.0 0.0 0.0
H 4.4373 2.0862 -0.6139 0.0 0.0 0.0
H -4.2501 -0.0067 0.6868 0.0 0.0 0.0
H 5.6043 0.9215 -5.2740 0.0 0.0 0.0
H -2.7193 -1.2366 -1.9198 0.0 0.0 0.1
H -2.1766 2.8425 0.1311 0.0 0.0 -0.1
H -2.9095 -2.1677 3.8078 0.0 0.0 0.0
```
Forces are in eV/Å.

Computed properties:
- Molar mass: 633.16 g mol⁻¹
- LUMO level (alpha / beta): -0.16597 / -0.16595 Ha
- Gap between HOMO and LUMO (alpha / beta): 5.93 / 5.93 eV
- HOMO energy (alpha / beta): -10.448 / -10.449 eV
- ΔE to the lowest compared entry with this formula, charge and spin: 0.0000 eV
- Energy: -1773.21880 hartree
- Net charge: +1
- Spin multiplicity: 1

[2]
Molecular formula: C2H10N2O2
Method: DFT, the ωB97M-V functional and the def2-TZVPD basis

Geometry as XYZ:
```
16
Properties=species:S:1:pos:R:3:forces:R:3
O 1.8353 -0.6752 2.1002 1.3 0.6 -3.7
O -0.8781 0.0750 1.6873 0.6 0.6 -2.6
N 1.7232 -0.2280 -0.6946 -2.1 0.6 0.0
N -1.7081 0.4502 -2.0360 -0.7 -0.1 0.4
C -0.6106 -0.1551 -1.2949 -2.5 -1.2 -0.8
C 0.4558 0.4711 -0.8578 2.9 0.3 0.8
H -2.1617 -0.2754 -2.6102 0.4 0.6 0.5
H 1.5935 -1.2178 -0.4839 0.2 0.3 0.0
H -0.9801 0.4470 0.7508 1.0 -1.3 1.2
H -0.7611 -1.2548 -1.1319 0.9 0.9 -0.6
H 2.3069 0.2133 -0.0142 0.4 0.0 0.4
H 1.2525 -0.0307 1.6565 0.1 -0.7 0.7
H 1.5589 -0.7426 2.9580 -1.3 -0.2 3.4
H 0.4950 1.5376 -0.5105 0.0 -0.8 -1.4
H -1.6603 0.4725 1.9837 -1.9 0.7 1.8
H -2.4612 0.9129 -1.5028 0.7 -0.4 -0.2
```
Forces are in eV/Å.

Computed properties:
- Molar mass: 94.11 g mol⁻¹
- SMILES string: N/C=C/N.O.O
- LUMO level: 0.02183 Ha
- Gap between HOMO and LUMO: 8.66 eV
- HOMO energy: -8.067 eV
- ΔE to the lowest compared entry with this formula, charge and spin: 1.9050 eV
- Energy: -342.12386 hartree
- Net charge: 0
- Spin multiplicity: 1

[3]
Molecular formula: C17H23Br2N2O2PtS
Method: DFT, the ωB97M-V functional and the def2-TZVPD basis

Geometry as XYZ:
```
48
Properties=species:S:1:pos:R:3:forces:R:3
Pt -0.7623 0.0224 -0.5784 0.1 0.1 0.4
Br -0.2730 6.5875 0.7376 0.0 0.1 0.0
Br -0.6032 0.9567 6.2005 0.0 0.0 0.1
S 2.4284 -0.4208 0.0242 -0.1 -0.1 -0.1
O -1.9301 -1.5032 -0.5774 -0.3 -0.1 -0.4
O 1.5361 0.0521 -1.1241 0.0 -0.1 0.1
N -0.6514 0.1817 1.6632 -0.1 -0.1 -0.2
N -0.3068 2.0677 -0.1815 -0.1 0.0 -0.4
C 4.0988 -0.2469 -0.6195 0.0 0.1 -0.2
C -2.7942 -1.8069 -1.6895 0.1 0.1 0.1
C -0.0960 4.3148 -0.9419 0.0 0.0 -0.1
C -0.5648 1.6985 3.4767 0.0 0.2 0.0
C 2.3792 -2.2583 0.0801 -0.1 0.0 -0.1
C 1.4141 -2.8689 -0.9272 0.1 0.0 0.0
C -0.2670 4.7584 0.3559 0.0 0.1 0.1
C -0.1292 2.9544 -1.1645 0.1 -0.1 0.0
C -3.2969 -0.5540 -2.3899 0.1 0.0 0.2
C -0.6344 0.6334 4.3571 0.0 0.1 0.2
C -0.4348 3.8440 1.3816 0.0 0.1 0.2
C -0.7246 -0.6601 3.8816 0.0 -0.1 -0.1
C -0.7419 -0.8386 2.5107 -0.1 -0.1 0.0
C 4.2357 -0.7796 -2.0407 0.0 0.0 0.0
C -0.4391 2.4961 1.0808 0.0 -0.2 0.1
C -3.9402 -2.6475 -1.1686 0.0 0.0 0.1
C -0.5677 1.4336 2.1192 0.1 0.1 -0.1
H 4.3883 -1.8592 -2.0622 0.0 0.0 0.0
H 5.0917 -0.3118 -2.5262 0.0 -0.1 0.0
H 0.3920 -2.5383 -0.7684 -0.1 0.0 0.0
H -3.8942 -0.8122 -3.2655 0.0 0.0 0.0
H -3.9118 0.0294 -1.7010 0.0 0.0 0.0
H 1.4326 -3.9540 -0.8169 0.0 0.0 0.0
H 2.1031 -2.5038 1.1067 0.0 0.0 0.0
H -2.4613 0.0674 -2.7247 0.0 0.0 -0.1
H -0.8499 -1.8222 2.0680 0.0 0.0 0.0
H 4.7377 -0.7585 0.1024 0.1 0.1 0.0
H 1.6973 -2.6183 -1.9488 0.0 0.0 0.0
H -0.5035 2.7061 3.8606 0.0 0.0 0.0
H -2.2281 -2.3942 -2.4162 0.2 -0.1 0.0
H -4.5207 -3.0533 -1.9988 0.0 0.0 0.0
H -0.0017 2.5522 -2.1605 0.0 0.0 0.0
H 3.3465 -0.5398 -2.6267 0.1 0.0 0.0
H -4.5983 -2.0399 -0.5424 0.0 -0.1 0.0
H -3.5594 -3.4759 -0.5718 0.0 0.0 0.0
H -0.7817 -1.5047 4.5517 0.0 0.0 0.0
H -0.5676 4.1934 2.3957 0.0 0.0 -0.1
H 4.3067 0.8219 -0.5652 0.0 0.0 0.0
H 3.3980 -2.6051 -0.0938 -0.1 0.0 0.1
H 0.0490 5.0039 -1.7617 0.0 0.0 0.0
```
Forces are in eV/Å.

Computed properties:
- Molar mass: 674.34 g mol⁻¹
- LUMO level (alpha / beta): -0.13457 / -0.13919 Ha
- Gap between HOMO and LUMO (alpha / beta): 7.51 / 8.02 eV
- ⟨S²⟩: 2.008
- HOMO energy (alpha / beta): -11.170 / -11.809 eV
- ΔE to the lowest compared entry with this formula, charge and spin: 0.0000 eV
- Energy: -6586.83101 hartree
- Net charge: +1
- Spin multiplicity: 3

[4]
Molecular formula: C4H12N2O
Method: DFT, the ωB97M-V functional and the def2-TZVPD basis

Geometry as XYZ:
```
19
Properties=species:S:1:pos:R:3:forces:R:3
O -0.5165 -2.5309 2.1518 -0.5 -0.1 -0.2
N -0.1564 -1.1111 0.3245 -0.9 0.1 -0.1
N -0.9728 2.0805 -1.4376 -0.3 0.2 0.1
C 0.1823 -1.4037 1.6991 1.1 0.3 0.2
C 1.5063 0.5356 -0.4694 -0.5 -0.7 0.8
C -0.9261 0.6616 -1.1640 -0.7 -0.4 0.1
C 0.0271 0.2981 -0.0408 1.0 -0.2 -0.6
H 1.5780 1.0978 -1.3990 0.1 0.1 0.2
H 1.9333 -0.4629 -0.5997 0.1 0.2 -0.3
H -0.5407 2.6234 -0.7053 0.0 0.1 0.0
H -0.8229 -3.0145 1.3666 0.3 0.1 0.4
H -0.2222 0.9251 0.8244 0.0 0.2 0.0
H -0.0126 -0.5284 2.3424 -0.4 -0.3 0.2
H -1.1641 -1.2746 0.2801 0.1 0.0 -0.1
H -0.7110 0.1206 -2.0684 0.6 -0.3 -0.5
H 2.0638 0.9927 0.3522 0.1 0.3 -0.3
H 1.2622 -1.5923 1.7872 0.0 0.0 -0.2
H -1.9143 0.2308 -0.9145 0.0 0.6 0.2
H -0.5933 2.3521 -2.3295 0.1 -0.1 0.0
```
Forces are in eV/Å.

Computed properties:
- Molar mass: 104.15 g mol⁻¹
- SMILES string: C[C@@H](CN)NCO
- LUMO level: 0.03766 Ha
- Gap between HOMO and LUMO: 10.36 eV
- HOMO energy: -9.333 eV
- ΔE to the lowest compared entry with this formula, charge and spin: 1.6355 eV
- Energy: -344.32492 hartree
- Net charge: 0
- Spin multiplicity: 1

[5]
Molecular formula: C13H38BrN2O7
Method: DFT, the ωB97M-V functional and the def2-TZVPD basis

Geometry as XYZ:
```
61
Properties=species:S:1:pos:R:3:forces:R:3
Br -0.2431 1.3410 -0.2415 0.0 0.1 -0.3
O 4.4097 5.0037 0.9027 0.0 0.1 -0.3
O -5.9508 -0.1322 -2.0461 0.2 0.0 0.0
O -3.3871 0.5690 -1.0577 0.1 0.3 0.0
O 1.0376 -2.0062 4.6888 0.4 0.5 0.6
O 1.3495 -3.8104 -2.1218 0.4 -0.3 -0.1
O 2.7831 2.6426 0.0799 -0.8 0.4 0.0
O -1.1891 2.5770 -3.2434 0.4 0.1 -0.1
N 0.1692 -2.3881 -0.0078 -0.3 -0.2 -1.3
N -0.3791 -0.4813 2.8168 -0.9 0.9 0.5
C -3.6937 0.6474 -2.4416 0.1 -0.7 0.1
C -0.0066 -3.4902 -2.2697 -1.1 0.6 0.5
C 0.6410 -0.6882 5.0458 -0.1 -0.4 -0.9
C -0.0097 1.5624 4.2100 1.0 -0.2 -0.1
C 4.2509 4.4431 -0.4093 -0.7 0.0 0.5
C 0.5053 0.1719 3.7987 -0.6 0.1 -0.5
C -0.6388 -3.2760 -0.8832 0.7 0.2 0.4
C 1.9940 -3.9429 -3.3709 -0.1 0.1 0.3
C -2.0349 -2.7226 -0.9613 -1.2 -0.1 -0.3
C -0.1351 3.2691 -3.8996 0.3 -1.0 0.4
C -4.7242 -0.4307 -2.7030 0.1 -0.5 -0.6
C 1.5488 -2.6935 5.8054 0.2 0.4 -0.2
C 2.8413 3.8879 -0.5767 1.0 -0.2 -0.6
H -0.6859 -4.2755 -0.4308 0.1 0.1 0.2
H -0.5451 4.1276 -4.4238 0.1 0.1 0.0
H -4.1257 1.6133 -2.7180 0.1 0.1 0.1
H -2.4357 -2.5005 0.0293 0.3 0.0 0.1
H -5.6698 0.0741 -1.1434 -0.2 0.0 0.0
H 0.3839 2.5836 -4.5854 -0.2 0.3 -0.3
H 1.4756 0.2829 3.3077 0.1 0.0 0.2
H 0.8649 -2.6547 6.6641 -0.3 -0.5 -0.2
H -2.8019 0.4909 -3.0535 0.0 0.0 0.0
H -0.1621 -1.4376 -0.2113 0.2 -0.1 0.4
H 1.7765 -3.6901 5.4353 -0.1 -0.2 0.4
H -0.7593 2.0614 -2.5344 -0.4 0.1 0.1
H 1.3621 -0.2252 5.7274 0.0 0.0 0.1
H -0.3400 -0.7636 5.5330 0.0 0.2 0.2
H -0.6113 -4.2759 -2.7489 0.4 -0.2 -0.3
H -1.3177 -0.3856 3.2286 0.1 -0.6 0.0
H 1.1001 -2.4146 -0.4211 0.1 0.1 0.5
H 1.8670 2.3078 -0.0536 0.4 -0.2 0.3
H -4.3751 -1.4276 -2.4114 0.3 0.2 0.5
H 2.7140 3.7411 -1.6620 -0.1 0.0 0.0
H -2.4527 0.8224 -0.9016 -0.3 0.0 0.1
H 5.2258 5.5106 0.8855 0.0 0.0 0.1
H 2.4672 -2.2403 6.2114 0.1 0.1 -0.4
H 2.1009 4.6390 -0.2807 -0.1 -0.2 0.4
H 0.6510 3.5487 -3.1888 -0.2 0.4 0.0
H 0.8134 2.0473 4.7485 -0.4 0.2 0.3
H -2.1478 -1.7997 -1.5352 0.4 0.1 0.0
H -4.8802 -0.5822 -3.7772 -0.4 0.6 0.0
H 1.8667 -3.0196 -3.9474 -0.2 -0.2 -0.3
H 1.5931 -4.8236 -3.8826 0.0 0.2 -0.3
H 3.0682 -4.0684 -3.2357 -0.1 -0.1 0.3
H -0.2179 2.1742 3.3334 -0.1 -0.1 -0.1
H -0.9095 1.4826 4.8220 0.0 0.1 0.1
H -0.5023 0.1874 2.0455 0.6 -0.4 -0.2
H -2.7649 -3.4173 -1.3988 0.3 -0.1 -0.1
H -0.1120 -2.5679 -2.8605 0.0 0.0 0.0
H 4.4028 5.2156 -1.1710 0.2 -0.1 0.0
H 4.9453 3.6064 -0.5093 0.1 0.1 -0.3
```
Forces are in eV/Å.

Computed properties:
- Molar mass: 414.36 g mol⁻¹
- LUMO level: 0.10354 Ha
- Gap between HOMO and LUMO: 8.46 eV
- HOMO energy: -5.644 eV
- ΔE to the lowest compared entry with this formula, charge and spin: 0.0000 eV
- Energy: -3728.33492 hartree
- Net charge: -1
- Spin multiplicity: 1

> Number 4 is which compound?

C4H12N2O

> Which of these has the highest energy?

C2H10N2O2